(1)
C5H8ClO2P | the ωB97M-V functional and the def2-TZVPD basis

Summary:
Energy relative to the best compared isomer or geometry (same formula, charge and spin): 34.2 kcal/mol
Gap between HOMO and LUMO (alpha / beta): 6.49 / 6.39 eV
Expectation value of S²: 2.0286
Multiplicity: 3
DFT total energy: -31215.272 eV

```
17
Properties=species:S:1:pos:R:3:nbo_charge:R:1
C -1.52 1.54 -0.70 0.047
C -0.72 1.19 -1.52 -0.293
C -2.35 1.67 0.48 -0.695
C 0.49 -2.22 -0.31 -0.662
C 0.31 -1.23 0.83 0.035
O 2.66 1.84 0.61 -0.965
O 1.03 -0.31 1.17 -0.423
P 2.30 0.73 -0.25 1.474
Cl 3.86 -0.63 -0.38 -0.336
H -3.38 1.32 0.26 0.242
H -1.81 1.14 1.32 0.243
H -2.32 2.65 0.81 0.236
H 1.55 -2.12 -0.52 0.221
H 0.24 -3.23 -0.05 0.233
H -0.06 -1.88 -1.26 0.216
H -0.41 -1.37 1.57 0.208
H 0.12 0.90 -2.05 0.219
```

=====

(2)
C22H26N4O6V | the ωB97M-V functional and the def2-TZVPD basis

Summary:
Charge: +1
Gap between HOMO and LUMO (alpha / beta): 7.97 / 7.91 eV
Expectation value of S²: 2.0131
Multiplicity: 3
DFT total energy: -67166.356 eV

```
59
Properties=species:S:1:pos:R:3:nbo_charge:R:1
V 0.17 0.02 0.32 1.535
O -4.32 0.65 3.11 -0.681
C -4.30 -0.64 2.74 0.441
C -5.47 -1.38 2.97 -0.297
C -5.53 -2.71 2.60 -0.152
C -4.43 -3.35 2.01 -0.263
C -3.28 -2.62 1.79 -0.141
C -3.20 -1.27 2.14 -0.265
C -1.96 -0.53 1.87 0.577
O -1.00 -1.17 1.21 -0.712
N -1.83 0.71 2.23 -0.435
N -0.56 1.15 1.82 -0.332
C -0.03 2.14 2.43 0.190
C 1.35 2.50 2.20 -0.245
C 1.83 3.69 2.77 -0.131
C 3.17 4.01 2.69 -0.246
C 4.05 3.13 2.06 -0.150
C 3.60 1.94 1.51 -0.285
C 2.24 1.62 1.56 0.432
O 1.84 0.46 1.02 -0.723
H -3.44 1.04 2.91 0.507
H -6.31 -0.88 3.43 0.233
H -6.44 -3.27 2.79 0.222
H -4.48 -4.39 1.75 0.221
H -2.42 -3.08 1.34 0.227
H -0.62 2.66 3.18 0.213
H 1.14 4.34 3.28 0.218
H 3.54 4.93 3.13 0.228
H 5.10 3.37 2.01 0.223
H 4.28 1.25 1.04 0.226
C -2.80 2.71 -2.07 -0.419
N -2.61 1.33 -2.52 -0.359
C -3.57 0.85 -3.51 -0.417
C -1.77 0.54 -1.89 0.693
O -1.05 0.97 -0.96 -0.667
C -1.73 -0.94 -2.26 -0.152
O -0.74 -1.64 -1.54 -0.511
C 0.32 -2.20 -2.29 -0.158
C 1.52 -1.26 -2.20 0.671
O 1.37 -0.21 -1.55 -0.669
N 2.66 -1.58 -2.80 -0.373
C 2.84 -2.76 -3.63 -0.412
C 3.82 -0.69 -2.71 -0.421
H -2.92 3.35 -2.94 0.218
H -3.69 2.78 -1.44 0.220
H -1.93 3.03 -1.49 0.246
H -3.73 1.65 -4.24 0.229
H -3.19 -0.01 -4.05 0.213
H -4.52 0.60 -3.04 0.221
H -2.70 -1.37 -2.01 0.235
H -1.58 -1.05 -3.34 0.208
H 0.55 -3.17 -1.86 0.233
H 0.04 -2.36 -3.33 0.208
H 1.99 -3.44 -3.54 0.212
H 2.95 -2.48 -4.68 0.216
H 3.73 -3.29 -3.31 0.224
H 3.58 0.14 -2.05 0.250
H 4.67 -1.25 -2.31 0.215
H 4.08 -0.31 -3.70 0.212
```

=====

(3)
Cl2H4Si3 | the ωB97M-V functional and the def2-TZVPD basis

Summary:
Energy relative to the best compared isomer or geometry (same formula, charge and spin): 11.3 kcal/mol
Gap between HOMO and LUMO: 6.87 eV
DFT total energy: -48742.392 eV

```
9
Properties=species:S:1:pos:R:3:nbo_charge:R:1
Si 1.79 -0.03 0.89 0.517
Si -1.75 -0.13 -0.56 0.525
Si -0.22 1.07 0.79 0.303
Cl 2.28 0.83 -0.97 -0.374
Cl -3.76 0.02 -0.02 -0.385
H 2.70 0.64 1.83 -0.153
H 2.37 -1.38 0.77 -0.140
H -1.67 -1.56 -0.87 -0.152
H -1.72 0.55 -1.86 -0.140
```

=====

(4)
C21H15F3N3O3PtS | the ωB97M-V functional and the def2-TZVPD basis

Summary:
Charge: -1
Energy relative to the best compared isomer or geometry (same formula, charge and spin): 10.5 kcal/mol
Gap between HOMO and LUMO: 6.76 eV
DFT total energy: -54870.177 eV

```
47
Properties=species:S:1:pos:R:3:nbo_charge:R:1
Pt -0.63 0.47 0.74 0.852
C 2.82 3.12 0.43 -0.233
O 3.78 2.11 0.20 -0.532
C 3.53 0.80 0.54 0.293
C 4.65 -0.01 0.45 -0.258
C 4.58 -1.37 0.73 -0.270
C 3.37 -1.93 1.06 -0.191
C 2.19 -1.17 1.11 -0.204
C 0.99 -1.87 1.34 0.091
N -0.24 -1.35 1.37 -0.276
N -1.29 -2.14 1.51 -0.429
C -2.44 -1.58 1.19 0.516
O -2.50 -0.38 0.69 -0.680
C -3.65 -2.35 1.36 -0.031
C -4.91 -1.74 1.27 -0.189
C -6.06 -2.49 1.41 -0.229
C -5.98 -3.86 1.62 -0.215
C -4.74 -4.47 1.74 -0.232
C -3.58 -3.73 1.61 -0.184
C 2.27 0.26 0.91 0.317
O 1.25 1.06 1.10 -0.710
H 3.30 4.04 0.11 0.169
H 2.55 3.19 1.48 0.179
H 1.91 2.97 -0.16 0.196
H 5.59 0.45 0.16 0.211
H 5.47 -1.99 0.67 0.200
H 3.30 -2.99 1.28 0.196
H 1.06 -2.94 1.47 0.184
H -4.95 -0.68 1.10 0.235
H -7.02 -2.01 1.36 0.205
H -6.88 -4.45 1.70 0.201
H -4.68 -5.54 1.92 0.203
H -2.61 -4.19 1.70 0.234
F 0.26 5.14 -1.22 -0.324
C -0.01 4.51 -2.39 0.983
F 0.57 5.29 -3.34 -0.345
F -1.33 4.65 -2.58 -0.324
C 0.46 3.10 -2.44 -0.260
C 1.48 2.72 -3.30 -0.124
C 1.88 1.39 -3.34 -0.321
C 1.22 0.49 -2.52 0.073
N 0.26 0.84 -1.68 -0.496
C -0.11 2.13 -1.58 0.086
S -1.23 2.51 -0.34 -0.188
H 1.95 3.46 -3.93 0.220
H 2.68 1.07 -3.98 0.210
H 1.46 -0.56 -2.53 0.191
```